ORCA calculation (wB97M-V/def2-TZVPD) on C3HHoO as an isolated structure at a distorted geometry.

For the HOMO energy (spin up / spin down), the calculation gives -21.3433 / -26.5488 eV. The expectation value of S² is 8.753. The total energy comes out at -30929.679 eV. The largest force on an atom comes out at 0.112 hartree/bohr. Its relative energy (zero: lowest compared OMol25 entry of this formula, charge and spin) is 12.1 kcal per mole.

```
! RIJCOSX wB97M-V def2-TZVPD def2/J DEFGRID3
* xyz 3 6
O 1.354 0.119 0.031
C 0.200 0.380 -0.201
C -1.030 0.505 0.399
C -1.762 -0.429 0.008
H -2.496 -1.200 -0.187
Ho 3.734 0.624 -0.050
*
```

---

ORCA calculation (wB97M-V/def2-TZVPD) on C18H15AuIN5S as an isolated structure at a distorted geometry.

For the HOMO energy (spin up / spin down), the calculation gives -14.3815 / -14.3688 eV. The total energy comes out at -48971.247 eV. The largest force on an atom comes out at 0.047 hartree/bohr. Its relative energy (zero: lowest compared OMol25 entry of this formula, charge and spin) is 45.3 kcal per mole.

```
! RIJCOSX wB97M-V def2-TZVPD def2/J DEFGRID3
* xyz 2 1
Au 0.274 0.359 -1.742
N 1.344 -3.932 -2.260
C 0.930 -2.713 -1.945
S 0.906 -1.519 -3.206
N 0.539 -2.503 -0.686
N 0.101 -1.331 -0.352
C -0.483 -1.094 0.809
C -0.648 -2.114 1.832
C -1.871 -2.244 2.519
C -2.024 -3.200 3.501
C -0.965 -4.048 3.813
C 0.251 -3.923 3.150
C 0.409 -2.984 2.153
C -1.049 0.255 0.972
C -1.507 0.735 2.194
C -2.199 1.939 2.239
C -2.409 2.641 1.066
C -1.832 2.156 -0.100
N -1.155 1.017 -0.140
H 1.671 -4.140 -3.189
H 1.337 -4.676 -1.578
H -2.717 -1.635 2.230
H -2.970 -3.299 4.014
H -1.090 -4.811 4.569
H 1.082 -4.560 3.422
H 1.363 -2.880 1.657
H -1.318 0.183 3.102
H -2.581 2.305 3.182
H -2.993 3.550 1.054
H -1.944 2.687 -1.035
I 3.836 0.717 -2.655
C 2.547 2.373 -2.786
C 3.134 3.573 -3.151
C 2.365 4.725 -3.150
C 1.032 4.636 -2.791
C 0.520 3.401 -2.461
N 1.248 2.272 -2.453
H 4.181 3.607 -3.412
H 2.815 5.672 -3.416
H 0.391 5.506 -2.772
H -0.521 3.297 -2.197
*
```

---

ORCA calculation (wB97M-V/def2-TZVPD) on an isolated ion of composition C4H6N3O5 and charge +1 at a distorted geometry.

For the HOMO energy (spin up / spin down), the calculation gives -12.1173 / -14.9629 eV. The expectation value of S² is 2.018. The total energy comes out at -18932.182 eV. The largest force on an atom comes out at 0.175 hartree/bohr.

```
! RIJCOSX wB97M-V def2-TZVPD def2/J DEFGRID3
* xyz 1 3
C -0.423 0.530 -0.214
C -1.881 -0.060 -0.237
C 2.695 -1.049 0.316
C 1.922 0.172 -0.202
N -0.556 1.864 -0.212
N -2.729 0.869 0.085
N -2.235 -1.497 0.011
O -3.832 0.989 0.215
O -1.293 -2.257 0.040
O -3.411 -1.701 0.183
O -1.812 2.241 -0.066
O 0.560 -0.238 -0.270
H 2.050 -1.661 0.919
H 3.101 -1.653 -0.487
H 3.531 -0.755 0.793
H 2.293 0.490 -1.312
H 1.929 1.083 0.432
H 0.092 2.634 0.006
*
```

---

ORCA calculation (wB97M-V/def2-TZVPD) on an isolated ion of composition C8H11N2O and charge +1 at a distorted geometry.

For the HOMO energy, the calculation gives -11.3540 eV. The total energy comes out at -13491.013 eV. The largest force on an atom comes out at 0.140 hartree/bohr. Its relative energy (zero: lowest compared OMol25 entry of this formula, charge and spin) is 123.6 kcal per mole.

```
! RIJCOSX wB97M-V def2-TZVPD def2/J DEFGRID3
* xyz 1 1
C 2.295 1.424 1.346
C 2.473 2.758 1.434
C 0.574 2.591 0.436
C 1.008 1.350 0.718
C 0.914 -1.020 -0.038
C 0.001 -1.996 -0.301
C -1.283 -0.121 -0.250
C -2.271 -2.094 -1.511
N 0.418 0.221 0.269
N -1.462 -1.544 -0.340
O 1.485 3.466 0.853
H 2.857 0.700 1.757
H 3.331 3.308 1.698
H -0.146 2.955 -0.182
H 1.972 -1.200 0.007
H 0.226 -2.969 -0.435
H -1.826 0.379 0.611
H -1.417 0.502 -1.162
H -1.576 -2.280 -2.392
H -2.574 -3.135 -1.268
H -3.013 -1.359 -1.622
H -1.985 -1.936 0.372
*
```

---

ORCA calculation (wB97M-V/def2-TZVPD) on C18H30BeBr2F12N2O21S4 as an isolated structure at a distorted geometry.

For the HOMO energy, the calculation gives -10.2783 eV. The total energy comes out at -281559.110 eV. The largest force on an atom comes out at 0.166 hartree/bohr.

```
! RIJCOSX wB97M-V def2-TZVPD def2/J DEFGRID3
* xyz 0 1
Be -2.585 1.453 -1.860
C -5.550 -1.749 -3.269
F -5.648 -0.599 -3.923
F -6.403 -1.771 -2.341
F -5.756 -2.787 -4.104
S -3.804 -1.888 -2.520
O -3.700 -3.283 -2.012
O -2.921 -1.536 -3.663
N -3.677 -0.592 -1.323
S -4.026 -1.250 0.030
O -5.258 -2.016 -0.020
O -2.913 -1.989 0.703
C -4.409 0.188 1.188
F -3.388 1.123 1.255
F -5.509 0.730 0.689
F -4.703 -0.273 2.456
C 1.537 3.361 -0.999
F 2.360 3.944 -0.135
F 1.078 4.228 -1.941
F 2.182 2.365 -1.647
S 0.028 2.595 0.068
O 0.482 2.507 1.447
O -1.196 3.414 -0.072
N -0.429 1.144 -0.752
S 0.320 0.076 0.078
O 1.766 0.293 0.318
O -0.471 -0.254 1.251
C 0.259 -1.365 -1.201
F 0.766 -1.043 -2.421
F 1.107 -2.263 -0.697
F -0.936 -1.925 -1.284
Br -1.020 8.134 2.563
C -0.298 6.290 2.048
C -0.220 5.394 3.331
Br 0.951 5.907 4.773
H 0.691 6.416 1.606
H -0.883 5.823 1.256
H 0.057 4.349 3.195
H -1.200 5.288 3.794
C -1.509 -1.431 4.548
C -0.549 -0.236 4.387
C -1.152 1.229 4.342
O -1.158 1.638 5.694
C -0.318 0.810 6.413
O 0.040 0.996 7.555
O 0.114 -0.207 5.623
H -1.787 -1.933 3.621
H -2.345 -1.123 5.177
H -1.021 -2.217 5.124
H 0.071 -0.402 3.505
H -2.176 1.234 3.967
H -0.476 1.870 3.776
C -1.029 -5.239 -1.050
C -0.431 -4.685 0.185
C -0.848 -5.326 1.502
O 0.326 -5.494 2.257
C 1.429 -5.373 1.427
O 2.567 -5.578 1.728
O 0.992 -4.953 0.193
H -0.742 -4.589 -1.876
H -2.119 -5.268 -1.034
H -0.650 -6.201 -1.396
H -0.462 -3.602 0.304
H -1.305 -6.298 1.315
H -1.594 -4.690 1.977
C 4.665 -0.272 -1.086
C 4.671 -1.676 -1.649
C 4.002 -1.891 -2.974
O 5.057 -2.450 -3.792
C 6.240 -2.422 -3.149
O 7.357 -2.535 -3.729
O 5.998 -2.193 -1.796
H 3.649 0.107 -1.193
H 5.438 0.290 -1.610
H 4.976 -0.178 -0.046
H 4.103 -2.290 -0.951
H 3.528 -1.002 -3.391
H 3.361 -2.765 -2.860
O -1.779 3.621 -2.787
H -1.842 4.004 -3.662
H -1.313 4.278 -2.271
O -0.865 0.896 -3.753
H -0.038 0.492 -3.491
H -0.992 0.617 -4.660
O 3.996 2.679 -4.057
H 4.012 3.329 -3.355
H 3.069 2.585 -4.276
O 4.255 4.859 -1.716
H 3.663 4.750 -0.972
H 4.237 5.798 -1.902
*
```

---

ORCA calculation (wB97M-V/def2-TZVPD) on C14H18BFeN7O2 as an isolated structure at a distorted geometry.

For the HOMO energy (spin up / spin down), the calculation gives -8.8313 / -8.5283 eV. The expectation value of S² is 6.013. The total energy comes out at -64401.849 eV. The largest force on an atom comes out at 0.101 hartree/bohr. Its relative energy (zero: lowest compared OMol25 entry of this formula, charge and spin) is 2.8 kcal per mole.

```
! RIJCOSX wB97M-V def2-TZVPD def2/J DEFGRID3
* xyz 0 5
H 1.815 -1.307 2.310
N -0.096 -1.050 1.369
B -2.594 -1.112 0.825
N -1.380 -1.475 1.710
C -1.329 -2.156 2.861
Fe 0.345 0.209 0.113
H -2.251 -2.536 3.279
C -0.003 -2.191 3.299
H 0.349 -2.634 4.206
C 0.754 -1.504 2.343
H -3.617 -1.371 1.364
C 2.155 0.694 -3.511
H 3.133 1.018 -3.888
H 1.556 1.580 -3.272
H 1.638 0.102 -4.276
N -2.396 -1.936 -0.463
N -2.540 0.366 0.381
N -1.245 -1.762 -1.206
N -1.344 0.979 -0.017
C -3.202 -2.853 -1.026
C -3.527 1.272 0.387
H -4.147 -3.073 -0.531
H -4.513 0.951 0.692
C -2.580 -3.314 -2.171
C -3.004 2.509 0.010
C -1.360 -2.599 -2.253
C -1.637 2.298 -0.233
H -2.970 -4.055 -2.853
H -3.536 3.436 -0.048
H -0.615 -2.686 -3.033
H -0.866 3.014 -0.456
H 2.298 0.082 -2.610
O 3.470 -0.639 -0.011
C 3.246 0.541 0.220
C 4.281 1.605 0.613
C 3.484 2.859 0.880
C 2.021 2.482 0.617
O 1.061 3.224 0.770
N 1.976 1.142 0.190
H 4.826 1.271 1.505
H 4.993 1.750 -0.209
H 3.584 3.195 1.919
H 3.767 3.675 0.204
*
```

---

ORCA calculation (wB97M-V/def2-TZVPD) on an isolated molecule of C4H6N2O.

For the HOMO energy, the calculation gives -7.6831 eV. The total energy comes out at -9269.402 eV. The largest force on an atom comes out at 0.008 hartree/bohr. Its relative energy (zero: lowest compared OMol25 entry of this formula, charge and spin) is 94.5 kcal per mole.

```
! RIJCOSX wB97M-V def2-TZVPD def2/J DEFGRID3
* xyz 0 1
N 1.812 0.804 0.012
C 0.470 0.414 0.013
C -0.171 -0.930 0.191
O 0.595 -1.992 -0.305
C -1.632 -0.810 -0.148
C -1.785 0.536 -0.204
N -0.518 1.244 -0.112
H 2.330 0.118 -0.533
H 2.209 0.794 0.948
H -0.063 -2.625 -0.623
H -0.221 -0.964 1.309
H -2.654 1.165 -0.368
H -0.372 2.247 -0.182
*
```

---

ORCA calculation (wB97M-V/def2-TZVPD) on CN3O12Zr3 as an isolated structure at a distorted geometry.

For the HOMO energy, the calculation gives -31.7193 eV. The total energy comes out at -33766.693 eV. The largest force on an atom comes out at 0.217 hartree/bohr. Its relative energy (zero: lowest compared OMol25 entry of this formula, charge and spin) is 0.0 kcal per mole.

```
! RIJCOSX wB97M-V def2-TZVPD def2/J DEFGRID3
* xyz 7 1
Zr 21.003 19.409 4.861
Zr 21.888 22.488 10.190
Zr 24.381 24.746 5.144
C 22.456 26.787 6.195
O 22.707 27.424 7.224
O 22.659 25.547 6.004
O 23.538 26.951 5.550
N 23.740 25.058 10.536
O 24.238 26.071 10.173
O 23.383 24.890 11.721
O 23.493 24.059 9.799
N 21.976 22.223 6.757
O 22.115 22.585 8.020
O 22.333 22.893 5.746
O 21.625 21.039 6.521
N 23.390 19.471 9.031
O 24.089 19.647 8.010
O 23.107 18.395 9.447
O 23.086 20.636 9.520
*
```

---

ORCA calculation (wB97M-V/def2-TZVPD) on C17H14N4O5RuSi as an isolated structure.

For the HOMO energy (spin up / spin down), the calculation gives -5.5448 / -5.4923 eV. The expectation value of S² is 0.757. The total energy comes out at -44518.478 eV. The largest force on an atom comes out at 0.006 hartree/bohr. Its relative energy (zero: lowest compared OMol25 entry of this formula, charge and spin) is 0.0 kcal per mole.

```
! RIJCOSX wB97M-V def2-TZVPD def2/J DEFGRID3
* xyz -1 2
Ru -1.038 0.533 1.195
O 1.542 -3.695 4.681
C 0.997 -2.723 3.904
C 1.734 -1.624 3.470
C 1.098 -0.689 2.683
N -0.178 -0.839 2.356
C -0.900 -1.881 2.758
C -0.343 -2.861 3.547
C -2.327 -1.846 2.226
O -3.100 -2.734 2.534
O -2.549 -0.851 1.426
C 1.720 0.566 2.081
O 2.884 0.828 2.325
O 0.908 1.216 1.318
H 2.468 -3.488 4.846
H 2.779 -1.483 3.717
H -0.933 -3.709 3.864
C 0.490 -1.963 -0.600
Si -0.553 -0.410 -0.856
C -2.115 -0.896 -1.770
C 0.432 0.789 -1.918
C 1.798 0.996 -1.713
C 2.507 1.923 -2.463
C 1.859 2.667 -3.440
C 0.503 2.475 -3.668
C -0.196 1.542 -2.913
H 0.764 -2.418 -1.555
H -0.072 -2.700 -0.019
H 1.411 -1.742 -0.054
H -1.858 -1.352 -2.730
H -2.751 -0.030 -1.959
H -2.693 -1.608 -1.179
H 2.317 0.447 -0.935
H 3.563 2.076 -2.275
H 2.409 3.395 -4.024
H -0.021 3.051 -4.420
H -1.250 1.404 -3.117
N -2.441 4.366 -3.526
C -2.411 4.188 -2.381
N -2.410 4.087 -1.063
C -2.128 2.988 -0.476
N -1.916 2.006 0.121
*
```

---

ORCA calculation (wB97M-V/def2-TZVPD) on an isolated molecule of C3H5NO3 at a distorted geometry.

For the HOMO energy, the calculation gives -10.1599 eV. The total energy comes out at -10824.007 eV. The largest force on an atom comes out at 0.027 hartree/bohr. Its relative energy (zero: lowest compared OMol25 entry of this formula, charge and spin) is 38.8 kcal per mole.

```
! RIJCOSX wB97M-V def2-TZVPD def2/J DEFGRID3
* xyz 0 1
N -0.456 -1.007 0.034
C -0.699 -0.129 1.063
O -1.449 -0.215 2.017
C 0.174 1.077 0.768
O 1.143 0.688 -0.182
C 0.761 -0.448 -0.879
O 0.178 -0.224 -2.104
H -0.728 -0.124 -1.811
H -0.920 -1.926 0.141
H -0.426 1.902 0.377
H 0.710 1.390 1.658
H 1.712 -0.984 -1.082
*
```

---

ORCA calculation (wB97M-V/def2-TZVPD) on C4H4OPr as an isolated structure at a distorted geometry.

For the HOMO energy (spin up / spin down), the calculation gives -15.4676 / -15.4764 eV. The expectation value of S² is 3.752. The total energy comes out at -20307.808 eV. The largest force on an atom comes out at 0.047 hartree/bohr. Its relative energy (zero: lowest compared OMol25 entry of this formula, charge and spin) is 0.0 kcal per mole.

```
! RIJCOSX wB97M-V def2-TZVPD def2/J DEFGRID3
* xyz 2 4
H 0.664 0.784 1.763
C 1.317 -0.129 1.510
C 0.535 -0.771 0.439
C -0.356 -0.047 -0.269
C -1.045 0.502 -1.170
O -1.623 1.048 -2.066
Pr -3.533 1.040 -4.274
H 2.289 0.234 1.164
H 1.386 -0.810 2.373
H 0.364 -1.851 0.530
*
```

---

ORCA calculation (wB97M-V/def2-TZVPD) on C40H48BrCl2F6HgN3OPSi2Te as an isolated structure.

For the HOMO energy (spin up / spin down), the calculation gives -6.0914 / -6.5841 eV. The expectation value of S² is 0.776. The total energy comes out at -196679.972 eV. The largest force on an atom comes out at 0.014 hartree/bohr.

```
! RIJCOSX wB97M-V def2-TZVPD def2/J DEFGRID3
* xyz 0 2
Hg -0.369 -0.779 -0.942
Cl -0.521 5.082 0.086
C 0.997 4.281 -0.190
C 2.154 4.847 0.341
C 3.372 4.256 0.130
Cl 4.814 5.020 0.749
C 3.473 3.040 -0.572
C 4.687 2.351 -0.794
C 4.673 1.149 -1.441
C 3.440 0.622 -1.860
N 2.298 1.249 -1.711
C 2.285 2.450 -1.088
C 0.995 3.110 -0.977
O -0.029 2.639 -1.582
H 2.091 5.771 0.900
H 5.613 2.786 -0.445
H 5.588 0.602 -1.624
H 3.393 -0.345 -2.349
F 4.493 -7.663 -0.152
C 3.991 -6.452 0.059
C 3.687 -6.040 1.344
F 3.923 -6.857 2.368
C 3.149 -4.783 1.557
F 2.899 -4.426 2.815
C 2.904 -3.896 0.512
P 1.954 -2.315 0.667
C 3.135 -1.211 1.513
C 4.462 -1.495 1.811
C 5.229 -0.555 2.489
C 4.688 0.666 2.858
C 3.370 0.965 2.538
C 2.599 0.030 1.871
C 0.810 -2.688 2.057
C 0.999 -2.277 3.374
C 0.021 -2.521 4.326
C -1.152 -3.175 3.973
C -1.342 -3.596 2.665
C -0.368 -3.349 1.709
C 3.231 -4.337 -0.780
Br 2.967 -3.222 -2.273
C 3.776 -5.588 -1.001
F 4.107 -5.980 -2.231
H 4.902 -2.441 1.522
H 6.260 -0.778 2.732
H 5.293 1.395 3.382
H 2.947 1.927 2.799
H 1.564 0.247 1.623
H 1.908 -1.769 3.660
H 0.178 -2.195 5.346
H -1.916 -3.352 4.719
H -2.256 -4.106 2.390
H -0.523 -3.669 0.684
F -2.439 -3.463 -1.857
C -1.189 -3.064 -2.208
F -0.338 -4.050 -1.812
H -1.142 -2.982 -3.297
N 0.158 3.090 -5.158
C -1.047 2.789 -4.316
C -1.166 1.271 -4.178
N 0.031 0.712 -3.590
C 1.200 0.992 -4.390
C 1.401 2.501 -4.560
H 0.265 4.097 -5.270
H 0.017 2.669 -6.079
H -1.927 3.234 -4.781
H -0.887 3.202 -3.316
H -1.347 0.804 -5.155
H -2.011 1.055 -3.525
H 0.160 1.149 -2.665
H 1.097 0.509 -5.371
H 2.074 0.580 -3.889
H 2.249 2.732 -5.206
H 1.545 2.952 -3.578
C -2.972 0.343 4.647
Si -2.495 1.528 3.250
C -0.725 2.152 3.493
C -3.734 2.951 3.112
C -2.515 0.529 1.649
Te -2.375 1.800 -0.093
C -4.530 1.733 -0.353
Si -5.197 0.138 -1.119
C -4.276 -0.270 -2.719
C -5.053 -1.369 0.008
C -7.022 0.478 -1.503
H -2.922 0.821 5.627
H -2.302 -0.518 4.656
H -3.988 -0.029 4.507
H -0.634 2.823 4.348
H -0.377 2.689 2.607
H -0.048 1.309 3.656
H -3.720 3.593 3.995
H -4.754 2.581 2.993
H -3.504 3.570 2.243
H -3.431 -0.048 1.543
H -1.678 -0.174 1.634
H -4.789 2.591 -0.977
H -4.970 1.910 0.630
H -3.222 -0.466 -2.507
H -4.347 0.533 -3.455
H -4.685 -1.175 -3.173
H -4.019 -1.716 0.066
H -5.646 -2.189 -0.401
H -5.411 -1.174 1.020
H -7.132 1.323 -2.185
H -7.574 0.716 -0.592
H -7.498 -0.389 -1.964
*
```